{
  "formula": "C18H40AuN9",
  "method": "ωB97M-V/def2-TZVPD",
  "symbols": ["Au", "C", "N", "C", "C", "N", "C", "C", "N", "C", "C", "N", "C", "N", "C", "C", "C", "N", "C", "H", "H", "H", "H", "H", "H", "H", "H", "H", "H", "H", "H", "H", "H", "H", "H", "H", "H", "H", "H", "H", "H", "H", "H", "N", "C", "C", "C", "N", "C", "C", "N", "C", "H", "H", "H", "H", "H", "H", "H", "H", "H", "H", "H", "H", "H", "H", "H", "H"],
  "positions_angstrom": [[0.03, 0.46, 0.43], [5.14, 0.16, 0.32], [4.14, -0.05, -0.74], [4.67, -0.23, -2.11], [3.41, -0.40, -2.96], [2.33, -0.29, -1.97], [0.99, -0.60, -2.42], [2.81, -0.06, -0.73], [2.03, 0.15, 0.37], [2.52, -0.27, 1.71], [1.49, 0.14, 2.72], [0.22, -0.43, 2.24], [-0.80, -0.84, 3.04], [-1.70, -1.73, 2.60], [-1.56, -2.63, 1.46], [-2.60, -2.14, 3.71], [-2.10, -1.31, 4.89], [-1.02, -0.49, 4.30], [-0.31, 0.46, 5.16], [6.11, 0.15, -0.17], [5.13, -0.64, 1.05], [5.02, 1.14, 0.79], [5.32, -1.10, -2.14], [5.25, 0.65, -2.38], [3.36, -1.37, -3.45], [3.31, 0.38, -3.72], [1.03, -1.44, -3.11], [0.53, 0.24, -2.95], [0.35, -0.94, -1.59], [3.48, 0.18, 1.95], [2.62, -1.35, 1.73], [1.44, 1.23, 2.79], [1.75, -0.24, 3.71], [-0.81, -2.26, 0.77], [-2.52, -2.74, 0.95], [-1.25, -3.62, 1.79], [-2.48, -3.21, 3.88], [-3.64, -1.95, 3.45], [-1.70, -1.91, 5.71], [-2.86, -0.64, 5.29], [-1.01, 0.81, 5.91], [0.03, 1.32, 4.59], [0.53, -0.01, 5.67], [-3.60, 4.99, -0.16], [-2.74, 3.74, -0.23], [-3.65, 2.50, -0.20], [-2.90, 1.21, -0.53], [-2.06, 0.69, 0.64], [-2.08, 1.33, -1.80], [-1.12, 2.51, -1.79], [0.01, 2.24, -0.83], [-1.87, 3.81, -1.49], [-4.21, 5.01, 0.67], [-4.22, 5.07, -0.97], [-3.04, 5.85, -0.13], [-2.13, 3.78, 0.67], [-4.42, 2.60, -0.98], [-4.19, 2.42, 0.75], [-3.64, 0.44, -0.71], [-2.42, -0.24, 0.87], [-2.22, 1.23, 1.49], [-2.77, 1.42, -2.64], [-1.53, 0.40, -1.98], [-0.68, 2.63, -2.78], [0.12, 3.00, -0.16], [0.90, 2.22, -1.33], [-2.51, 4.00, -2.36], [-1.18, 4.65, -1.42]],
  "mulliken_charge": [0.91, -1.17, -0.03, -0.74, -0.61, 0.04, -0.57, 0.69, -0.08, -0.30, -1.44, -0.12, 0.42, 0.05, -0.74, -0.58, -0.64, -0.01, -0.99, 0.44, 0.45, 0.40, 0.45, 0.42, 0.38, 0.36, 0.56, 0.19, -0.02, 0.50, 0.36, 0.26, 0.53, 0.14, 0.37, 0.36, 0.32, 0.32, 0.41, 0.39, 0.36, 0.38, 0.37, -0.20, 0.30, -1.47, 0.10, -0.51, -1.07, 0.24, -0.78, -1.64, 0.39, 0.41, 0.39, 0.23, 0.57, 0.43, 0.40, 0.28, 0.38, 0.62, 0.04, 0.39, 0.38, 0.33, 0.58, 0.43],
  "homo_ev": -19.577,
  "total_charge": 4,
  "e_lumo_ev": -13.31,
  "fmax_ha_per_bohr": 0.0212,
  "e_above_lowest_kcal_mol": 9.50,
  "homo_lumo_gap_ev": 6.27
}